No. 1
This record from the Open Molecules 2025 dataset describes a cluster of 18 separate species, C44H135N11O18 in total in a non-equilibrium geometry. The level of theory is ωB97M-V with the def2-TZVPD basis set.

The geometry in ORCA input format:
```
! wB97M-V def2-TZVPD RIJCOSX def2/J DEFGRID3
* xyz 0 1
H 5.409 -3.748 -2.680
H 3.283 0.684 -3.024
H -1.864 2.443 -6.851
O 6.638 -0.628 -0.596
H -7.301 3.394 3.980
C -6.549 6.858 1.597
H -5.917 1.530 4.136
H -0.117 -5.216 -1.683
H -2.108 -3.409 3.237
H -2.800 -4.805 -1.274
N 2.194 2.788 -1.385
C 3.416 -2.469 2.861
H -7.060 -1.494 0.089
H 1.514 -0.589 -4.358
H 0.381 3.361 -2.174
H 0.058 5.295 -0.722
O 2.643 -2.613 1.652
H 0.356 -3.541 -1.844
H -0.504 0.739 -0.535
C -4.003 4.198 0.794
H 1.444 -0.919 1.926
H 1.179 3.790 6.086
H 4.697 -0.159 -1.219
H -3.439 0.373 1.711
H 4.393 3.574 3.408
H 2.245 4.213 -3.601
N 3.393 -2.339 -1.284
H -4.192 6.282 0.560
H 3.996 -5.569 -0.163
H -2.819 -1.600 1.317
C 0.825 3.341 7.015
C 0.611 1.856 6.675
O -2.934 -1.055 0.538
C 1.279 3.833 -1.777
H 5.356 -6.322 -0.575
H 7.123 -1.403 1.255
C 3.786 -6.494 -1.872
O -3.985 -3.365 -0.648
H 4.079 1.133 -4.232
H -7.189 6.987 0.724
H -2.862 4.340 -1.151
H 5.842 -1.989 3.726
H -4.462 -1.694 2.502
H -1.166 2.220 -3.275
H -4.579 0.781 -2.758
H -2.120 5.174 0.173
H -2.399 0.031 4.958
H -8.635 2.798 3.002
C -2.132 1.812 -3.572
O 1.833 1.438 6.009
H 3.088 1.194 1.336
C 1.955 3.073 2.663
C 2.797 -2.561 -5.534
N 4.351 -6.418 -0.580
H -8.144 -2.817 -2.276
H 3.209 -3.331 -1.326
H 4.027 -5.126 1.878
H 3.619 -1.401 2.947
H 5.616 -5.287 2.665
H -3.230 1.774 -1.312
H 2.445 2.135 -2.114
H 1.676 5.169 -0.025
H -2.056 3.404 -0.044
C -3.851 -0.018 -2.904
H -3.254 -5.031 0.430
C -0.118 5.455 -3.991
H 4.214 -5.640 -2.397
H 3.485 4.776 3.051
C -2.698 4.284 -0.075
N -7.558 -3.487 -1.798
H 0.802 -2.443 2.514
O 4.966 3.610 -1.955
O 1.669 -0.179 -2.419
H 1.096 0.090 -1.701
H 3.636 -8.030 -3.426
H -2.065 -3.962 0.083
H -4.037 -0.811 -2.180
H 2.730 5.364 -2.361
C 2.311 -4.973 -5.648
H 1.646 -0.604 6.394
O -1.949 -2.517 2.928
H -8.061 -3.640 -0.935
C -4.888 5.446 0.641
H 6.513 -3.399 3.610
H -0.848 2.950 -5.540
H 2.007 -1.033 -2.149
H 2.936 -2.666 -4.458
H -0.226 1.630 6.014
H 0.708 -0.005 5.035
H -3.750 4.100 1.849
N 1.226 -0.629 -5.325
C -6.331 1.141 3.206
H 8.506 -0.919 0.259
H -5.637 -4.122 0.286
H 1.542 4.026 2.992
C -3.015 -4.293 -0.336
H 4.585 1.753 0.864
N -4.004 0.915 2.349
N -2.397 1.204 -1.357
C 2.266 -6.322 -1.952
H 2.840 3.035 7.603
N 5.630 -2.969 3.847
O -2.085 1.503 -4.988
H 4.160 -5.182 3.646
H -0.573 6.203 -4.641
H 4.967 3.045 -2.728
H 0.569 3.932 0.268
H 6.538 -2.471 -2.398
H 2.157 2.381 3.481
C 5.222 -0.912 -0.631
H -5.532 2.886 0.879
H 4.204 1.492 2.574
O 2.989 -3.822 -6.193
H -0.737 3.408 2.504
H 0.418 1.270 7.573
H 1.806 -1.323 -7.837
H 2.780 -5.183 -4.687
H 1.988 -6.624 -2.962
C -6.231 -2.901 -1.492
C -7.598 3.132 2.965
C -6.494 -1.532 -0.842
H 3.007 -2.167 -0.367
H -4.293 1.681 1.757
O -5.849 5.670 1.712
H -2.467 3.391 -5.382
H 2.463 -5.796 -6.347
H -6.016 -1.597 3.394
C 4.211 -7.864 -2.515
N 4.084 4.098 2.602
C 1.978 3.530 8.050
C 1.044 -1.894 -7.307
C 0.619 -4.556 -2.143
H 0.149 4.595 -4.606
C 3.839 1.923 1.641
N -4.714 3.024 0.303
H 0.912 -2.073 0.752
H -7.451 4.066 2.423
H 4.770 -0.733 0.344
H 2.322 4.557 8.170
C 4.632 -4.821 2.732
H -5.947 7.766 1.550
C 4.773 -3.294 2.712
H -1.055 3.908 6.880
H -7.274 0.602 3.297
H 1.656 2.230 -0.738
H -7.132 6.907 2.516
H -3.022 0.793 3.808
H 5.041 -2.182 -3.365
H -3.083 -1.680 -0.171
C 5.472 -2.676 -2.494
H -5.344 -4.848 -1.250
C -5.321 0.257 2.469
C -0.275 2.426 2.404
H 3.536 -1.840 -5.885
H 5.098 -3.041 -0.357
C 4.855 -2.301 -1.120
C 0.883 4.611 -0.524
C -5.086 -1.082 3.154
H 0.070 -1.426 -7.443
C -5.295 -3.895 -0.724
C 1.674 0.067 5.535
H 0.668 -2.668 -5.282
H -1.686 -0.110 -2.723
O -2.375 0.876 4.508
H -5.822 -2.755 -2.492
H -5.416 5.413 -0.312
H 0.921 -2.925 -7.639
H -2.770 2.661 -3.324
H 5.281 -7.975 -2.691
H 7.656 -2.390 -0.100
O 1.069 5.845 -3.214
H -1.687 -2.035 3.713
H 0.263 -0.349 -5.206
C -1.848 2.582 -5.770
O -6.602 2.237 2.344
H 2.805 -2.756 3.717
H -0.807 1.935 1.589
N -0.336 4.024 7.580
H 4.090 3.506 -1.583
H 1.601 -6.931 -1.340
C 1.399 -1.990 1.723
H 1.861 3.152 9.066
H -0.432 1.935 3.364
O 1.012 2.329 1.897
H 0.475 -4.601 -3.222
O 1.958 -4.907 -1.839
H -0.742 3.371 8.235
H -0.909 5.022 -3.378
H -5.054 3.361 -0.587
H -4.571 -0.905 4.098
H -5.588 -0.963 -0.634
O 4.001 1.261 -3.286
H 2.485 -0.208 4.861
H -5.720 0.045 1.477
H 0.385 0.938 0.674
H -7.118 -0.918 -1.492
C -2.468 0.649 -2.681
H 5.318 -3.064 1.796
O 0.415 0.771 -0.268
H 3.896 -8.682 -1.868
C 1.880 4.818 -2.771
C 3.206 3.298 1.824
C 7.511 -1.364 0.237
H 2.918 3.794 0.897
C 1.340 -1.998 -5.817
H -3.941 -0.381 -3.928
H -2.603 0.487 -0.677
H 1.253 -4.817 -5.440
*
```

E   -101056.48031 eV
ΔE to the lowest compared entry with this formula, charge and spin   91.2 kcal per mole

=====

No. 2
This record from the Open Molecules 2025 dataset describes a structure of composition C46H43N6OSiSn in a non-equilibrium geometry. The level of theory is ωB97M-V with the def2-TZVPD basis set.

The geometry in ORCA input format:
```
! wB97M-V def2-TZVPD RIJCOSX def2/J DEFGRID3
* xyz -1 1
H 5.849 -2.436 18.913
H 11.929 -7.329 26.319
C 5.298 -8.712 18.978
H 4.920 -6.338 13.448
H 13.145 -6.788 16.348
C 11.722 -7.668 21.146
H 12.363 -10.737 16.678
C 6.216 -3.459 18.943
H 9.793 -8.536 16.302
Si 2.598 -9.413 17.700
H 13.940 -3.752 13.799
H 13.379 -5.094 11.802
N 12.224 -10.233 28.344
C 11.505 -8.036 25.612
H 7.073 -3.355 20.957
C 11.321 -9.343 26.048
C 5.682 -5.961 15.319
C 7.054 -9.808 15.680
H 5.159 -8.243 21.447
C 10.639 -6.755 19.368
C 11.512 -10.553 15.994
C 5.663 -9.163 13.340
H 7.999 -8.534 24.597
H 10.859 -7.282 15.724
C 6.630 -8.453 15.481
H 1.690 -9.991 19.953
C 7.479 -8.491 23.653
N 7.232 -8.282 21.405
C 13.018 -6.905 13.026
H 10.233 -11.310 14.521
H 1.315 -7.960 15.911
H 7.943 -5.668 20.845
H 11.924 -11.653 14.061
H 3.070 -7.488 16.117
C 9.587 -8.221 22.378
H 11.138 -12.580 15.292
H 8.950 -7.609 14.007
Sn 7.518 -8.452 19.127
C 10.803 -10.346 25.206
H 5.811 -3.719 16.894
O 13.458 -9.677 14.313
H 5.335 -8.420 24.072
N 6.854 -7.585 16.511
H 3.556 -11.562 16.967
C 1.271 -9.448 19.106
H 10.662 -10.562 16.647
H 4.978 -8.897 12.486
C 11.812 -9.721 27.382
C 5.877 -8.174 14.341
H 7.556 -10.102 16.659
C 5.433 -6.788 14.258
C 2.158 -7.862 16.647
C 11.021 -7.594 24.361
C 13.225 -6.453 15.357
H 10.829 -11.371 25.340
C 11.230 -11.590 14.894
H 7.207 -11.780 14.835
N 11.673 -9.132 15.574
H 9.124 -9.342 14.124
N 9.686 -7.140 20.204
C 6.857 -4.002 20.088
C 10.371 -8.561 23.606
C 6.160 -8.435 23.413
H 0.287 -9.889 18.870
C 6.888 -10.765 14.676
H 9.764 -10.545 23.360
H 5.211 -5.004 15.280
C 8.213 -8.449 22.439
C 10.453 -8.252 15.482
C 12.688 -8.817 14.717
H 3.180 -10.516 15.605
H 10.337 -6.193 18.442
C 13.617 -4.749 13.917
C 6.077 -8.317 22.007
H 12.573 -7.866 21.741
H 10.378 -8.400 13.323
C 10.274 -9.887 23.994
C 13.370 -5.582 12.822
H 12.892 -6.860 19.361
C 10.300 -7.721 21.288
H 1.896 -11.497 16.255
C 2.770 -10.910 16.546
C 6.370 -6.391 16.492
C 9.705 -8.448 14.172
H 6.141 -11.129 12.704
H 12.856 -7.629 12.231
H 1.030 -8.448 19.413
C 6.194 -4.206 17.778
H 11.079 -6.542 24.092
C 7.144 -6.214 18.873
N 13.550 -5.194 15.172
C 7.334 -5.324 19.963
C 12.884 -7.308 14.336
C 6.271 -10.369 13.455
C 6.564 -5.587 17.761
H 1.740 -7.106 17.331
C 11.935 -7.008 19.946
C 4.226 -9.038 18.457
*
```

E   -73096.37096 eV
ΔE to the lowest compared entry with this formula, charge and spin   40.7 kcal per mole

=====

No. 3
This record from the Open Molecules 2025 dataset describes a structure of composition C30H37BrCrN4P2. The level of theory is ωB97M-V with the def2-TZVPD basis set.

The geometry in ORCA input format:
```
! wB97M-V def2-TZVPD RIJCOSX def2/J DEFGRID3
* xyz 2 5
H 5.615 -2.175 -1.177
H -1.366 0.976 -1.617
H 1.590 7.225 5.299
H 0.326 3.394 6.779
C 0.623 -2.561 -1.221
C 0.952 5.352 6.180
N 1.092 -1.406 -0.953
C 1.331 -2.317 3.036
C -0.701 -2.919 -0.662
H 0.956 5.751 7.185
H 3.328 -2.806 -0.478
P 0.465 2.071 0.379
N -1.176 -2.043 0.252
C 3.491 -1.897 -1.046
H 0.410 -2.785 3.390
H -2.318 2.391 -2.056
H -2.189 2.608 1.689
C -2.367 -2.273 0.799
H 0.815 -1.400 5.521
C 4.776 -1.540 -1.426
H -2.708 -1.557 1.537
H -2.294 1.096 0.766
C -1.358 2.073 -1.644
H -3.216 -5.151 -0.744
H 1.599 2.955 -1.565
Br 6.711 0.134 -2.631
H 1.175 -3.270 -1.835
C 1.322 5.735 3.816
H 1.571 0.198 5.421
C 2.429 -1.065 -1.365
C 0.599 2.679 2.106
C 1.599 -0.820 5.032
H 3.575 -0.835 3.051
C 2.696 -0.219 2.851
C -3.136 -3.381 0.459
H -3.245 2.492 0.281
C -2.643 -4.277 -0.466
H 4.081 1.381 -3.008
H -0.583 2.388 -2.345
C -1.204 4.214 -0.334
H 1.357 -2.394 1.942
C -1.170 2.688 -0.251
N 0.284 2.244 4.434
H 1.658 4.064 -0.169
H 1.592 6.363 2.979
H -0.931 4.690 0.609
H 2.602 -0.142 1.760
C 0.603 4.054 5.968
H -2.220 4.529 -0.585
H 2.558 -1.262 5.313
C 1.316 6.199 5.096
P -0.028 0.042 2.906
H 2.165 -2.907 3.422
H 2.724 2.647 -0.227
C 4.979 -0.357 -2.124
H 2.889 0.780 3.246
C 2.632 0.119 -2.054
C -1.387 -0.336 4.041
C 1.473 -0.865 3.510
C 0.960 4.389 3.566
C 0.299 1.818 3.195
N 0.938 3.931 2.290
H -4.098 -3.528 0.928
C -2.276 2.191 0.683
H -1.512 -1.414 4.140
C 3.911 0.472 -2.448
H -0.543 4.592 -1.113
C -1.392 -4.045 -1.039
Cr 0.053 -0.363 0.493
C 1.736 3.026 -0.487
H -2.315 0.100 3.670
H -0.971 -4.724 -1.768
C 0.604 3.544 4.647
H -1.159 0.096 5.015
H 1.786 0.743 -2.315
*
```

<S²>   6.03
E   -154701.42168 eV